This record from the OMol25 dataset describes a cluster of 4 separate species, C4H12O4 in total. The level of theory is wB97M-V/def2-TZVPD.

Last column: Mulliken charge in e.
Positions of all 20 atoms, in Å:
C1 0.2289 -2.2857 0.0618  -0.8018
O1 -4.2110 -1.4829 -2.1804  -0.6414
C2 0.6075 -0.2726 1.4641  0.9229
C3 0.0887 -1.6281 1.2040  -0.2167
H1 0.4617 0.2987 -1.2569  0.3025
C4 0.1082 0.5398 2.3917  -0.9818
O2 1.7187 3.1678 -0.2609  -0.6480
O3 0.4506 0.9652 -1.9554  -0.6769
H2 -0.2926 -2.1248 2.0865  0.2981
H3 1.0896 2.8549 -0.9255  0.3446
H4 -3.5236 -0.9947 -1.6931  0.3204
H5 -4.4586 -2.1869 -1.5692  0.3193
H6 1.4859 4.0624 -0.0048  0.3094
H7 1.1618 0.6982 -2.5576  0.3280
H8 -0.1814 -3.2822 -0.0387  0.2661
H9 0.5360 1.5022 2.6353  0.2771
H10 1.7571 1.0647 0.5855  0.2549
O4 1.5721 0.1153 0.5842  -0.4571
H11 -0.6244 0.1917 3.1110  0.2655
H12 0.6474 -1.8602 -0.8341  0.2149

Calculated values
* electronic energy: -460.52406 Ha
* structure (SMILES): C=CC(=C)O.O.O.O
* HOMO energy: -0.327 Ha
* net charge: 0
* molar mass: 124.136 g/mol
* HOMO-LUMO gap: 9.43 eV
* ΔE to the lowest compared entry with this formula, charge and spin: 153.8 kJ/mol

***

This record from the OMol25 dataset describes a cluster of 2 separate species, C4H12O4 in total. The level of theory is wB97M-V/def2-TZVPD.

Last column: Mulliken charge in e.
Positions of all 20 atoms, in Å:
H1 1.1316 2.8208 -1.0434  0.2593
C1 0.8062 3.6455 -1.7063  -0.2460
H2 -3.9468 -2.9704 -4.5406  0.3015
H3 -3.7824 -4.8438 -1.5136  0.3143
H4 0.0105 2.4394 -3.3485  0.2818
C2 -4.1688 -2.5036 -3.5617  -0.2860
H5 -1.3739 1.8687 -1.9312  0.3169
O1 -3.8892 -4.6259 -2.4630  -0.5264
H6 -0.5434 4.1382 -3.2920  0.2569
C3 -4.7499 -3.5407 -2.6372  -0.3021
H7 -5.7761 -3.9066 -2.8330  0.2468
H8 2.5206 4.0677 -1.8107  0.3272
C4 -0.3396 3.2434 -2.6730  -0.4607
H9 -5.0965 -1.0228 -2.7301  0.3160
O2 -1.4548 2.8442 -1.8842  -0.4986
H10 -3.2103 -2.1596 -3.1277  0.2024
O3 1.8760 3.9073 -2.5313  -0.4995
H11 -4.7444 -3.0751 -1.6329  0.2538
H12 0.4998 4.4931 -1.0634  0.2624
O4 -5.0228 -1.4278 -3.6194  -0.5201

Calculated values
* electronic energy: -460.48645 Ha
* structure (SMILES): OCCO.OCCO
* HOMO energy: -0.376 Ha
* net charge: 0
* molar mass: 124.136 g/mol
* HOMO-LUMO gap: 10.64 eV
* ΔE to the lowest compared entry with this formula, charge and spin: 252.5 kJ/mol

***

This record from the OMol25 dataset describes a structure of composition C4H12O4. The level of theory is wB97M-V/def2-TZVPD.

Last column: Mulliken spin population.
Positions of all 20 atoms, in Å:
H1 0.6888 -0.4695 2.3149  0.0026
H2 -1.8507 0.3541 -1.6391  0.0012
H3 -0.5741 0.1096 0.4136  -0.0049
H4 -1.8369 -1.7482 -0.4367  -0.0005
O1 0.7930 -0.4058 -1.0213  0.7489
C1 0.5085 0.1212 0.2241  -0.0375
C2 -0.0035 2.2741 -0.7303  -0.0014
H5 -0.7822 -0.7215 -1.6578  -0.0069
H6 2.2321 -0.1784 1.6623  -0.0062
H7 -0.3314 -1.7219 -0.0166  0.0036
H8 0.7419 2.3163 -1.5560  0.0240
C3 0.7489 1.6861 0.4480  0.0891
O2 -1.4531 -2.1767 0.3691  0.0002
H9 1.8752 1.7826 0.3700  0.0001
H10 1.2842 -1.6186 1.0307  -0.0044
O3 -1.6922 -0.5791 -1.8400  0.0086
C4 1.2544 -0.5661 1.3894  0.1489
O4 -1.1514 2.4007 -0.8460  0.0333
H11 -0.9608 -2.9946 0.1129  -0.0005
H12 0.5094 2.1357 1.4088  0.0017

Calculated values
* electronic energy: -460.08838 Ha
* HOMO energy (spin up / spin down): -0.519 / -0.513 Ha
* net charge: +1
* molar mass: 124.136 g/mol
* HOMO-LUMO gap (spin up / spin down): 9.04 / 5.99 eV
* multiplicity: 2
* ΔE to the lowest compared entry with this formula, charge and spin: 259.7 kJ/mol

***

This record from the OMol25 dataset describes the ion C4H12OP with charge +1. The level of theory is wB97M-V/def2-TZVPD.

Last column: Mulliken spin population.
Positions of all 18 atoms, in Å:
P1 2.3902 -0.2188 0.1229  1.3234
H1 0.3386 1.6313 1.0995  0.0107
H2 -1.9917 -1.6375 -0.8731  -0.0168
H3 -0.8506 -2.0715 1.5092  0.0065
C1 0.1935 1.6664 0.0164  0.0303
H4 0.4282 -0.7864 1.7994  -0.0058
C2 0.5373 0.2528 -0.5217  0.5378
C3 -0.4949 -1.0561 1.2897  0.0394
H5 3.1002 0.9031 -0.3930  0.0416
O1 -0.3535 -0.8205 -0.1144  -0.0670
H6 -0.8263 2.0053 -0.3008  0.0089
H7 0.8726 2.2827 -0.5445  -0.0372
H8 2.7232 -1.0681 -0.8807  0.0386
H9 -1.2921 -0.3260 1.7477  0.0063
C4 -1.6844 -0.6656 -0.7021  0.0232
H10 0.4432 0.2015 -1.6453  0.0669
H11 -1.3674 -0.1863 -1.6589  -0.0038
H12 -2.1657 -0.1063 0.0497  -0.0028

Calculated values
* electronic energy: -575.63475 Ha
* HOMO energy (spin up / spin down): -0.322 / -0.579 Ha
* net charge: +1
* molar mass: 107.113 g/mol
* HOMO-LUMO gap (spin up / spin down): 6.06 / 8.59 eV
* multiplicity: 3
* ΔE to the lowest compared entry with this formula, charge and spin: 0.0 kJ/mol

***

This record from the OMol25 dataset describes a cluster of 2 separate species, C4H12OS2 in total. The level of theory is wB97M-V/def2-TZVPD.

Last column: Mulliken charge in e.
Positions of all 19 atoms, in Å:
H1 2.3670 -1.6893 -0.3673  0.2721
H2 0.9557 -0.6562 3.1120  0.2798
H3 0.7754 -1.4101 0.4060  0.2587
H4 -5.2299 -0.2407 -2.6855  0.3212
C1 -0.0371 0.9759 -0.7981  -0.5997
H5 -0.7564 0.4545 -1.4587  0.3431
H6 2.2728 0.4299 3.6549  0.3206
H7 2.2243 -0.1401 1.9572  0.1046
H8 2.1706 0.6622 -0.3460  0.3343
O1 -5.7687 -0.6965 -1.9998  -0.6467
H9 1.6577 0.1667 -1.9853  0.3243
C2 1.6060 0.1825 2.8118  -0.6251
H10 -6.1151 0.0298 -1.4334  0.3253
C3 1.3589 -1.2682 -0.5192  -1.0645
H11 0.8653 -1.8226 -1.3350  0.3883
C4 1.3543 0.1840 -0.9209  -0.4586
S1 -0.6820 1.1661 0.9304  -0.1018
H12 0.0890 2.0057 -1.1842  0.3143
S2 0.8924 1.6663 2.1610  -0.0902

Calculated values
* electronic energy: -1031.19499 Ha
* structure (SMILES): CCCSSC.O
* HOMO energy: -0.326 Ha
* net charge: 0
* molar mass: 140.273 g/mol
* HOMO-LUMO gap: 9.42 eV
* ΔE to the lowest compared entry with this formula, charge and spin: 59.9 kJ/mol

***

This record from the OMol25 dataset describes a cluster of 2 separate species, C4H12OS2 in total. The level of theory is wB97M-V/def2-TZVPD.

Last column: Mulliken charge in e.
Positions of all 19 atoms, in Å:
S1 -0.1652 -0.7359 -2.2107  -0.0773
C1 1.2183 -0.5483 1.9160  -0.2701
H1 1.6544 0.8573 0.2630  0.4779
C2 0.1925 -2.5144 -2.0692  -0.8183
C3 2.4677 0.0882 2.6707  -1.0827
H2 3.0662 0.7084 1.9723  0.2902
O1 -3.8939 4.0088 1.5186  -0.6350
H3 3.0329 -0.7237 3.0915  0.2838
H4 2.3162 0.7538 3.4140  0.3706
H5 2.0854 -0.7809 0.0249  0.3999
H6 0.3166 -2.8395 -3.0872  0.3214
H7 1.1344 -2.8677 -1.6190  0.2833
H8 0.2790 -0.1681 2.2966  0.3366
H9 -0.6634 -3.0067 -1.5989  0.2805
H10 -4.0386 4.9225 1.5351  0.3073
S2 -0.3217 -0.0560 -0.3305  -0.1465
H11 -3.0098 3.9577 2.0856  0.3277
C4 1.3410 -0.1203 0.4739  -0.8232
H12 1.4526 -1.6430 2.1851  0.1739

Calculated values
* electronic energy: -1031.16313 Ha
* structure (SMILES): CCCSSC.O
* HOMO energy: -0.303 Ha
* net charge: 0
* molar mass: 140.273 g/mol
* HOMO-LUMO gap: 8.90 eV
* ΔE to the lowest compared entry with this formula, charge and spin: 143.6 kJ/mol

***

This record from the OMol25 dataset describes a cluster of 2 separate species, C4H12OS2 in total. The level of theory is wB97M-V/def2-TZVPD.

Last column: Mulliken charge in e.
Positions of all 19 atoms, in Å:
H1 1.8817 0.4921 -1.3699  0.3251
H2 -0.8842 -0.2815 -1.5081  0.3268
H3 -0.3476 1.1572 2.1376  0.2644
H4 -2.0791 -1.3060 2.0206  0.3021
H5 -0.6696 0.8067 -2.8501  0.3762
H6 1.2838 -0.9316 -2.3480  0.3380
C1 -1.3567 0.7979 1.9238  -0.3883
C2 -0.2517 0.5129 -1.8864  -0.3439
H7 1.5425 0.7035 -3.0097  0.3854
C3 -1.1848 -0.7078 1.8740  -0.9138
H8 -0.5760 -1.0796 1.0383  0.1374
H9 1.5983 -1.2874 1.0325  0.3167
H10 2.2908 -1.0429 -0.2672  0.2867
S1 -1.9313 1.6510 0.4236  -0.1059
H11 -2.0325 1.2142 2.6669  0.3356
H12 -0.4241 -0.9865 2.5894  0.3705
S2 -0.2582 1.9081 -0.7063  -0.1322
C4 1.2305 0.1142 -2.1518  -1.2334
O1 2.1684 -1.7345 0.3906  -0.6474

Calculated values
* electronic energy: -1031.19597 Ha
* structure (SMILES): CCSSCC.O
* HOMO energy: -0.329 Ha
* net charge: 0
* molar mass: 140.273 g/mol
* HOMO-LUMO gap: 9.66 eV
* ΔE to the lowest compared entry with this formula, charge and spin: 57.3 kJ/mol

***

This record from the OMol25 dataset describes the molecule C4H12P2. The level of theory is wB97M-V/def2-TZVPD.

Last column: Mulliken charge in e.
Positions of all 18 atoms, in Å:
C1 0.1545 0.2838 -0.0747  0.4729
H1 1.8710 1.8168 1.5052  0.0393
C2 -0.0093 0.5375 -1.6117  -1.3981
P1 2.2319 0.8139 0.5906  0.0461
C3 0.1805 -1.1751 0.3258  -0.9549
H2 -0.2277 2.4976 0.8135  0.0271
H3 0.8544 -1.3289 1.1509  0.4483
H4 0.8929 -1.6087 -0.3710  0.4521
H5 -1.1456 1.0018 1.8539  0.0210
H6 -0.0773 -0.3699 -2.1376  0.3491
C4 -1.1357 -1.8402 0.3900  -1.0297
H7 -0.8616 1.1553 -1.7747  0.4624
H8 -1.0109 -2.9132 0.6766  0.3402
H9 -1.9480 -1.2757 1.0209  0.2541
H10 -1.6664 -1.9622 -0.6540  0.2418
P2 -1.0985 1.4756 0.5737  -0.1454
H11 0.9132 1.0119 -1.9603  0.3494
H12 2.0827 1.8794 -0.3169  0.0243

Calculated values
* electronic energy: -842.19200 Ha
* structure (SMILES): CCC(C)(P)P
* HOMO energy: -0.313 Ha
* net charge: 0
* molar mass: 122.088 g/mol
* HOMO-LUMO gap: 9.22 eV
* ΔE to the lowest compared entry with this formula, charge and spin: 241.8 kJ/mol